(1)
Here is a 2-piece molecular cluster, C4H9NO overall in a non-equilibrium geometry from OMol25. Energies are from ωB97M-V/def2-TZVPD.

SMILES string   C=CO.C=NC
Calculated total energy   -7828.6184 eV
Energy above the lowest of the compared OMol25 structures with the same formula, charge and spin   85.4 kcal per mole
Spin multiplicity   1
HOMO-LUMO gap   9.4 eV
HOMO   -8.73 eV
Charge   0

Geometry as XYZ:
```
15
C4H9NO, DFT ωB97M-V/def2-TZVPD
C 1.979 1.145 -0.981
C 2.429 0.053 -0.320
O 1.646 -1.040 -0.508
H 2.502 2.118 -1.210
H 0.980 1.031 -1.247
H 3.402 -0.262 0.151
H 0.783 -0.993 -0.013
C -1.824 -0.530 -0.787
N -1.080 -0.800 0.275
C -1.531 -0.062 1.573
H -1.722 -1.028 -1.701
H -2.709 0.149 -0.736
H -2.304 -0.740 2.028
H -0.595 0.086 2.062
H -1.955 0.872 1.414
```



(2)
Here is a 2-piece molecular cluster, C4H9NO overall in a non-equilibrium geometry from OMol25. Energies are from ωB97M-V/def2-TZVPD.

SMILES string   C=CN.CC=O
Calculated total energy   -7830.2815 eV
Energy above the lowest of the compared OMol25 structures with the same formula, charge and spin   47.0 kcal per mole
Spin multiplicity   1
HOMO-LUMO gap   9.1 eV
HOMO   -8.14 eV
Charge   0

Geometry as XYZ:
```
15
C4H9NO, DFT ωB97M-V/def2-TZVPD
C 2.782 -0.827 -0.305
C 1.794 -0.095 -0.817
N 0.593 -0.563 -1.332
H 2.866 -1.892 -0.458
H 3.617 -0.330 0.168
H 1.818 0.974 -0.638
H 0.184 -1.365 -0.889
H -0.080 0.144 -1.573
C -1.102 1.101 1.690
C -1.983 0.179 0.915
O -2.069 0.126 -0.283
H -1.576 2.060 1.905
H -0.209 1.360 1.118
H -0.832 0.682 2.654
H -2.505 -0.582 1.530
```



(3)
Here is one molecule with the formula C4H9NO in a non-equilibrium geometry from OMol25. Energies are from ωB97M-V/def2-TZVPD.

SMILES string   CC(=O)[C@H](C)N
Calculated total energy   -7831.2759 eV
Energy above the lowest of the compared OMol25 structures with the same formula, charge and spin   24.1 kcal per mole
Spin multiplicity   1
HOMO-LUMO gap   10.1 eV
HOMO   -9.22 eV
Charge   0

Geometry as XYZ:
```
15
C4H9NO, DFT ωB97M-V/def2-TZVPD
C -1.482 -1.295 -0.124
C -1.120 0.174 -0.022
O -1.897 1.071 0.137
C 0.418 0.433 -0.283
C 1.551 -0.382 0.455
N 0.711 1.850 -0.134
H -1.743 -1.668 0.866
H -2.341 -1.441 -0.775
H -0.642 -1.875 -0.501
H 0.528 0.182 -1.348
H 2.494 0.057 0.156
H 1.436 -0.236 1.531
H 1.524 -1.440 0.238
H 0.306 2.372 -0.903
H 0.257 2.198 0.706
```



(4)
Here is one molecule with the formula C4H9NO in a non-equilibrium geometry from OMol25. Energies are from ωB97M-V/def2-TZVPD.

Calculated total energy   -7828.4628 eV
Energy above the lowest of the compared OMol25 structures with the same formula, charge and spin   88.9 kcal per mole
Spin multiplicity   1
HOMO-LUMO gap   8.9 eV
HOMO   -8.12 eV
Charge   0

Geometry as XYZ:
```
15
C4H9NO, DFT ωB97M-V/def2-TZVPD
C -2.364 -0.553 -0.070
C -0.868 -0.349 0.004
O -0.701 1.040 0.297
C 0.408 1.641 0.654
N 1.631 1.070 0.498
C 2.136 -0.149 -0.206
H -2.821 -0.276 0.885
H -2.789 0.087 -0.850
H -2.600 -1.596 -0.297
H -0.415 -0.934 0.812
H -0.380 -0.602 -0.941
H 1.931 2.049 0.362
H 1.866 -0.150 -1.268
H 1.736 -1.068 0.249
H 3.228 -0.209 -0.129
```



(5)
Here is a 2-piece molecular cluster, C4H9NO overall in a non-equilibrium geometry from OMol25. Energies are from ωB97M-V/def2-TZVPD.

SMILES string   C=NC.CC=O
Calculated total energy   -7829.4318 eV
Energy above the lowest of the compared OMol25 structures with the same formula, charge and spin   66.6 kcal per mole
Spin multiplicity   1
HOMO-LUMO gap   10.3 eV
HOMO   -9.48 eV
Charge   0

Geometry as XYZ:
```
15
C4H9NO, DFT ωB97M-V/def2-TZVPD
C -2.054 -0.481 -1.583
N -2.477 -0.442 -0.395
C -1.645 -0.995 0.636
H -2.425 0.209 -2.334
H -1.354 -1.276 -1.881
H -0.787 -0.349 0.824
H -2.169 -1.250 1.551
H -1.090 -1.924 0.396
C 1.843 1.271 -0.136
C 2.300 0.498 1.077
O 1.844 0.739 2.170
H 0.916 1.804 0.062
H 2.523 2.105 -0.344
H 1.839 0.600 -0.992
H 2.736 -0.510 0.947
```



(6)
Here is a 2-piece molecular cluster, C4H9NO overall in a non-equilibrium geometry from OMol25. Energies are from ωB97M-V/def2-TZVPD.

SMILES string   [NH3+][O-].CC1=CC1
Calculated total energy   -7826.2102 eV
Energy above the lowest of the compared OMol25 structures with the same formula, charge and spin   140.9 kcal per mole
Spin multiplicity   1
HOMO-LUMO gap   9.1 eV
HOMO   -8.69 eV
Charge   0

Geometry as XYZ:
```
15
C4H9NO, DFT ωB97M-V/def2-TZVPD
N -2.200 -1.162 1.890
O -2.580 -1.265 0.596
H -1.320 -1.689 2.068
H -2.024 -0.169 2.158
H -2.933 -1.536 2.526
C 2.065 -0.339 -0.864
C 0.908 0.562 -0.840
C -0.267 0.932 -0.426
C 0.362 1.808 -1.474
H 2.963 0.184 -0.534
H 2.233 -0.681 -1.886
H 1.898 -1.204 -0.224
H -1.181 0.714 0.067
H 0.753 2.782 -1.197
H -0.003 1.769 -2.497
```